Record 1
Below is a molecular structure, C3H7N2 in a non-equilibrium geometry, with properties calculated with ωB97M-V/def2-TZVPD.

Output
* HOMO level (spin up / spin down): -13.43 / -15.35 eV
* spin multiplicity: 1
* strongest force on any atom: 5.20 eV/Å
* LUMO level (spin up / spin down): -7.48 / -5.40 eV
* charge: +1

Structure (XYZ):
```
12
C3H7N2 (ωB97M-V/def2-TZVPD)
C -0.279 -0.213 -0.148
C -1.073 -0.953 1.488
C 1.608 1.517 -1.911
N 0.153 -0.293 1.082
N -1.497 -0.790 0.110
H -0.668 -2.050 1.786
H -1.566 -0.610 2.337
H 2.542 1.637 -1.443
H 1.094 2.330 -2.506
H 1.080 0.493 -1.995
H 0.915 0.063 1.545
H -2.308 -1.131 -0.344
```



Record 2
Below is 2 unconnected molecules or ions with the total composition C3H7N2O in a non-equilibrium geometry, with properties calculated with ωB97M-V/def2-TZVPD.

Output
* HOMO level: -15.67 eV
* spin multiplicity: 1
* strongest force on any atom: 6.91 eV/Å
* LUMO level: -4.89 eV
* charge: +1

Structure (XYZ):
```
13
C3H7N2O (ωB97M-V/def2-TZVPD)
C 0.134 1.297 -0.484
C -2.488 0.561 0.058
C 1.323 -0.607 0.347
N -2.863 -0.398 -0.621
N 0.405 0.035 -0.413
O -1.913 1.459 0.531
H 0.665 1.796 0.336
H -0.516 1.705 -1.155
H 2.165 -0.780 -0.319
H 0.987 -1.541 0.755
H 1.498 0.112 1.097
H -0.250 -0.529 -0.959
H -3.402 -1.194 -0.377
```



> charge of number 2 (C3H7N2O)?

+1



> What is the spin multiplicity in the second record?

1



> The lowest strongest force on any atom belongs to which entry?

C3H7N2